C61H124Br6Cl8NO8P2 as an isolated structure. Source: the Open Molecules 2025 dataset; level of theory: ωB97M-V/def2-TZVPD.

**Relative energy (zero: lowest compared OMol25 entry of this formula, charge and spin)**: 109.55 kcal/mol
**Strongest force on any atom**: 5.61 eV/Å
**Charge**: +1

XYZ file:
```
210
Properties=species:S:1:pos:R:3:forces:R:3:lowdin_charge:R:1
C -1.57353 -2.26662 -8.23642 0.453 -0.992 0.465 -0.11
C -2.03548 -1.04073 -7.41536 -0.087 -0.649 -1.326 -0.24
C -1.75131 -1.24310 -5.93743 0.333 -0.405 0.754 -0.26
C -2.19328 -0.11287 -5.01486 0.399 1.295 -0.360 -0.27
P -1.90505 -0.22373 -3.22254 -0.124 -2.490 1.902 1.09
C -2.96184 0.90617 -2.27685 -1.153 1.139 -1.503 -0.23
C -4.31788 1.38170 -2.89185 -0.947 -0.832 0.100 -0.21
C -4.95939 2.60650 -2.20984 1.150 0.587 0.099 -0.28
C -5.77722 3.48405 -3.14125 0.045 -0.123 -1.727 -0.11
C -2.32205 -1.94773 -2.79077 -0.233 -0.426 -2.375 -0.26
C -3.66597 -2.41831 -3.33110 -1.835 1.131 0.907 -0.25
C -4.07343 -3.82474 -2.90867 0.160 -0.266 -0.232 -0.25
C -3.13520 -4.87079 -3.45220 0.307 -0.699 -1.015 -0.12
C -0.14451 0.12518 -2.74107 -1.154 0.051 -1.201 -0.26
C 0.58445 1.05125 -3.71923 0.324 -1.225 -0.208 -0.23
C 2.00036 1.50854 -3.33852 -0.873 0.174 -1.435 -0.36
C 3.02974 0.44392 -3.02610 -0.657 4.101 0.066 -0.28
H -1.49817 -3.11542 -7.54989 0.262 -0.049 0.014 0.07
H -0.60100 -2.15599 -8.71652 0.091 0.179 0.215 0.07
H -2.21919 -2.67966 -9.01209 -0.424 0.706 -0.033 0.07
H -3.09200 -0.94778 -7.67346 -0.140 0.434 0.593 0.11
H -1.51192 -0.18104 -7.83533 -0.153 0.291 0.329 0.11
H -0.68452 -1.45089 -5.81130 0.121 0.147 -0.033 0.12
H -2.23141 -2.14569 -5.55672 -0.080 -0.157 -0.396 0.09
H -3.23390 0.11908 -5.24383 -0.091 0.046 0.337 0.09
H -1.62328 0.79736 -5.23589 -0.183 0.167 -0.462 0.09
H -2.27558 1.76007 -2.26366 -0.340 0.326 0.453 0.08
H -3.11953 0.50604 -1.27214 0.550 -0.174 -0.494 0.07
H -5.08817 0.61667 -2.74573 0.356 -0.499 0.150 0.11
H -4.36349 1.44903 -3.98019 0.661 0.551 -0.065 0.09
H -4.16270 3.19360 -1.73941 0.151 0.301 -0.277 0.07
H -5.49328 2.27552 -1.33056 -0.556 -0.070 -0.194 0.03
H -6.12403 4.45527 -2.79087 -0.267 -0.316 0.609 0.07
H -6.56958 2.95077 -3.67613 -0.589 -0.140 0.874 0.08
H -5.25088 3.75164 -4.06823 0.864 -0.032 0.367 0.06
H -2.15112 -2.22384 -1.74658 -1.983 1.066 -1.821 0.02
H -1.58946 -2.62880 -3.24201 0.419 0.400 -0.356 0.10
H -3.87324 -2.22246 -4.38484 0.666 -0.515 -0.346 0.10
H -4.46644 -1.77969 -2.93290 0.151 0.199 0.453 0.10
H -5.06771 -4.04531 -3.30268 -0.052 0.152 -0.089 0.11
H -4.18556 -3.92504 -1.82748 0.288 0.274 0.085 0.12
H -2.07465 -4.75677 -3.22262 -0.116 0.029 0.573 0.07
H -3.13750 -4.84724 -4.54789 -0.186 0.136 -0.089 0.07
H -3.45557 -5.88638 -3.21797 0.132 0.021 0.310 0.07
H 0.27040 -0.87369 -2.60692 0.390 0.089 -0.154 0.10
H -0.31239 0.55571 -1.74811 -0.053 -1.882 -0.644 0.02
H 0.10475 2.01910 -3.88179 -0.795 -0.290 -0.153 0.12
H 0.62043 0.48740 -4.65562 0.153 0.424 -0.318 0.11
H 1.87400 2.22266 -2.52095 0.369 -0.277 -0.907 0.02
H 2.19302 2.08420 -4.24844 0.693 -0.029 0.223 0.03
H 3.23470 -0.23061 -3.85379 -0.568 0.308 0.163 0.05
H 2.76347 0.04694 -2.04466 -0.465 0.665 -0.809 -0.02
H 3.96693 0.95780 -2.79502 0.244 0.024 -0.193 0.08
C 4.46041 -3.38576 4.75012 0.588 0.629 -1.301 -0.11
C 2.94345 -3.44426 4.79432 0.840 -0.983 1.371 -0.26
C 2.46115 -4.41896 3.73966 -1.584 0.625 -0.812 -0.24
C 1.01599 -4.94577 4.01272 -0.228 0.673 0.203 -0.24
P 0.36488 -6.21215 2.89476 0.625 0.305 -0.699 1.04
C 1.25740 -7.70527 3.39534 -0.023 -0.899 0.273 -0.27
C 1.06340 -8.94583 2.50628 0.785 -0.207 -0.647 -0.23
C 1.61576 -10.30689 2.99140 -0.573 0.258 2.353 -0.27
C 3.12477 -10.55368 2.95016 -0.544 0.302 -2.068 -0.10
C -1.40303 -6.54733 3.05095 -0.659 -0.809 -0.529 -0.27
C -1.98292 -6.76941 4.41736 0.503 0.887 2.621 -0.27
C -3.38447 -7.42237 4.56339 0.803 0.716 -1.222 -0.23
C -3.67266 -8.58818 3.57953 -0.562 0.607 1.123 -0.10
C 0.82925 -5.93241 1.13807 -0.297 0.029 0.125 -0.24
C 2.31117 -5.88184 0.72376 0.713 0.457 1.048 -0.26
C 2.46413 -6.00471 -0.79004 -1.054 0.328 0.552 -0.28
C 3.86289 -6.14138 -1.30081 0.180 -0.255 0.025 -0.10
H 4.88483 -4.38972 4.74174 0.070 0.036 0.335 0.08
H 4.99257 -2.73900 5.44744 -0.419 -0.222 0.506 0.07
H 4.74805 -2.94622 3.78711 0.045 -0.164 -0.176 0.07
H 2.50432 -2.46207 4.62515 -0.155 -0.057 0.225 0.10
H 2.69310 -3.83187 5.78673 -0.385 0.325 0.077 0.11
H 3.15117 -5.20743 3.44284 0.195 -0.001 0.439 0.10
H 2.36737 -3.73026 2.89511 -0.027 -0.620 -0.590 0.08
H 0.34092 -4.08524 3.99648 -0.142 -0.009 -0.448 0.10
H 0.84637 -5.33083 5.02336 0.474 -0.275 0.072 0.10
H 0.97506 -7.96996 4.41766 -0.014 0.272 0.125 0.10
H 2.31318 -7.42677 3.40619 0.048 -0.020 0.127 0.09
H 1.59073 -8.71181 1.57591 -0.301 -0.099 -0.312 0.10
H 0.01551 -9.13282 2.27078 -0.081 0.317 -0.009 0.10
H 1.05093 -11.08589 2.47912 0.376 -0.061 -0.343 0.11
H 1.29963 -10.45504 4.03203 -0.258 0.236 0.089 0.10
H 3.76372 -9.71443 3.22174 -0.227 0.089 0.260 0.07
H 3.20353 -10.67643 1.86382 1.096 -0.145 0.008 0.07
H 3.49040 -11.46493 3.41608 -0.322 0.020 0.184 0.07
H -1.57960 -7.51836 2.57390 0.359 0.254 -0.770 0.08
H -1.99728 -5.76964 2.56093 0.403 0.140 -0.408 0.10
H -1.98786 -5.77678 4.88453 -0.562 0.075 0.036 0.11
H -1.33206 -7.25777 5.15339 0.420 -0.586 -0.608 0.10
H -4.07041 -6.59569 4.36985 -0.418 -0.306 -0.074 0.11
H -3.52114 -7.69156 5.60893 0.074 -0.211 -0.054 0.10
H -2.87677 -9.32476 3.47126 0.184 0.167 0.003 0.07
H -3.98380 -8.18438 2.61784 0.159 -0.201 -0.121 0.07
H -4.52276 -9.10797 4.02341 -0.086 -0.210 -0.362 0.07
H 0.33198 -5.01957 0.78867 -0.295 0.194 0.449 0.08
H 0.28866 -6.73071 0.61995 0.147 -0.209 -0.070 0.10
H 2.98083 -6.59328 1.22429 -0.502 -0.836 -0.224 0.10
H 2.78296 -4.99972 1.16152 -0.360 0.597 -0.584 0.06
H 2.00184 -5.16876 -1.32252 -0.371 0.016 0.263 0.10
H 1.84870 -6.89046 -0.97359 0.223 -0.063 -0.768 0.11
H 4.25554 -7.04969 -0.83979 0.575 0.065 -0.397 0.08
H 4.48922 -5.27758 -1.07230 -0.023 -0.055 0.322 0.07
H 3.84172 -6.18862 -2.38978 0.157 -0.419 0.025 0.08
C 0.41281 0.66120 3.94023 0.789 0.749 0.928 -0.12
C 1.62718 0.16772 3.11250 -1.840 -0.843 0.701 -0.23
C 1.99073 1.07229 1.95037 1.388 0.576 0.009 -0.17
C 0.86214 1.32285 0.96773 -0.897 -0.923 -1.248 -0.09
N 0.90052 2.50981 0.01305 0.658 1.023 0.419 -0.20
C 0.49150 3.75939 0.73914 -1.625 -0.121 0.695 -0.10
C 0.12894 4.75902 -0.34253 1.140 0.695 0.701 -0.17
C -0.42142 3.92371 -1.46421 0.494 -1.952 -0.972 -0.12
C -0.12851 2.42394 -1.13391 0.353 1.163 2.424 -0.09
C 2.26823 2.81138 -0.53451 -0.166 -0.479 1.114 0.03
H -0.50666 0.79441 3.38624 -0.034 -0.423 -0.052 -0.01
H 0.59018 1.61655 4.44881 0.384 0.490 -0.777 0.01
H 0.24736 0.11557 4.87309 -0.222 -0.935 -0.531 0.06
H 1.35902 -0.82823 2.74429 -0.193 0.051 -0.362 0.08
H 2.41523 -0.10499 3.81758 0.575 0.743 -0.273 0.10
H 2.79686 0.58509 1.39418 0.037 -0.067 -0.057 0.09
H 2.47988 1.97324 2.32942 -0.481 0.249 -0.006 0.08
H -0.16004 1.33515 1.34798 0.195 0.237 0.495 0.10
H 0.78851 0.44649 0.31781 0.035 0.003 -0.140 0.11
H 1.17271 4.08353 1.52509 0.428 -0.117 -0.347 0.13
H -0.43139 3.46772 1.24941 -0.034 -0.030 0.127 0.11
H 1.03214 5.33380 -0.56306 -0.052 -0.274 -0.561 0.07
H -0.50884 5.55905 0.03365 -0.186 -0.391 -0.016 0.09
H 0.14334 4.03374 -2.39118 -0.481 0.859 -0.147 0.08
H -1.48685 4.05392 -1.63937 0.218 0.063 -0.121 0.09
H 0.30757 1.76467 -1.88146 -0.185 1.878 0.721 0.05
H -0.97416 1.89544 -0.68697 0.037 0.057 0.020 0.10
H 2.23384 3.69924 -1.16025 -0.045 -0.071 -0.019 0.08
H 2.61410 1.94579 -1.09681 0.359 0.222 0.682 0.08
H 2.84747 3.04135 0.35811 0.469 -0.101 -0.280 0.12
O -1.36346 -0.41963 -0.57709 -0.354 -1.320 0.813 -0.37
C -1.06285 -1.76020 -0.25810 0.564 1.506 1.240 -0.33
C -1.30973 -2.19236 1.21169 -0.892 -0.466 1.334 -0.43
O -1.44040 -3.53315 1.53179 0.927 -0.017 -0.733 -0.36
H 0.01685 -1.93392 -0.41763 0.038 -0.374 -0.253 0.07
H -1.58313 -2.40795 -0.98032 1.712 -1.074 3.183 0.04
H -2.17974 -1.65245 1.63806 -0.643 0.293 -0.697 0.07
H -0.56112 -1.67830 1.85170 0.816 0.022 -0.256 0.07
O -1.90725 5.28346 -3.44216 -0.857 0.208 -0.410 0.07
C -2.79875 6.09830 -3.38522 1.215 -0.694 -0.239 -0.47
O -2.86278 6.92843 -2.33301 0.752 0.202 0.238 0.01
C -3.86078 7.90198 -2.55718 -1.514 0.197 -0.367 -0.17
C -4.11800 7.89737 -4.06760 -0.543 -1.172 -0.124 -0.12
C -3.87454 6.42699 -4.40341 0.925 -0.231 0.633 -0.07
H -3.64551 8.88623 -2.14752 0.541 -0.227 0.107 0.13
H -4.74451 7.50521 -2.04700 -0.206 0.384 0.000 0.13
H -3.38044 8.41348 -4.68017 -0.306 0.775 0.330 0.12
H -5.16284 8.10840 -4.28702 0.238 0.742 -0.169 0.12
H -3.45018 6.26226 -5.39074 -0.282 -0.151 -0.059 0.13
H -4.70193 5.74518 -4.20165 -0.120 0.222 -0.186 0.10
O 3.05016 3.99989 3.33593 0.013 -0.059 0.813 0.09
C 3.72774 3.40252 4.14671 -1.472 0.267 -1.785 -0.52
O 4.81020 2.77053 3.71607 1.465 0.150 0.140 0.03
C 5.56983 2.23131 4.82067 -1.303 -0.999 0.362 -0.12
C 4.89071 2.80915 6.07522 0.016 0.799 -0.021 -0.13
C 3.47094 3.14361 5.59196 0.451 0.101 0.114 -0.08
H 6.63099 2.44934 4.74360 -0.110 0.137 -0.240 0.13
H 5.37756 1.15928 4.74057 0.483 -0.132 0.218 0.12
H 5.40708 3.74788 6.28511 -0.048 -0.023 0.350 0.12
H 4.90039 2.18146 6.96272 0.221 -0.102 -0.136 0.12
H 2.96143 4.01421 6.00007 0.230 -0.075 0.349 0.13
H 2.79807 2.29151 5.70316 -0.032 -0.040 -0.211 0.10
O 3.15449 6.40877 0.02470 0.519 0.530 0.386 0.08
C 2.54121 7.29578 0.55814 -0.582 -0.190 -1.550 -0.46
O 1.33913 7.00486 1.09250 -0.079 0.050 0.714 -0.03
C 0.70102 8.18046 1.62872 0.846 0.410 -0.911 -0.11
C 1.33147 9.31377 0.74554 -1.553 0.591 1.098 -0.15
C 2.72689 8.83291 0.52854 0.391 -1.528 0.057 -0.07
H 0.98717 8.24107 2.67877 -0.253 0.215 0.066 0.13
H -0.36611 8.02558 1.49163 0.021 0.269 0.185 0.06
H 1.29437 10.30302 1.20486 0.046 -0.154 0.363 0.12
H 0.72021 9.45539 -0.14678 0.312 -0.465 -0.318 0.12
H 3.36891 9.04566 1.38528 0.133 0.381 -0.145 0.13
H 3.17450 9.14276 -0.41214 0.215 -0.068 0.145 0.12
C -0.87913 3.22494 8.02805 0.508 0.728 0.850 -0.98
Cl -0.03369 4.81415 8.31647 -0.841 -0.487 -0.189 0.46
Cl 0.10482 2.28304 6.96286 0.288 -0.678 -0.505 0.58
H -0.90636 2.75157 9.00448 -0.121 -0.039 -0.113 0.02
H -1.87113 3.30679 7.59554 0.115 0.522 0.064 0.04
C 2.44578 -2.03942 -0.88313 1.161 -0.175 -0.301 -0.91
Cl 3.56254 -2.24302 0.47947 -0.263 -0.043 0.448 0.56
Cl 3.46945 -1.74721 -2.32256 0.717 -5.387 1.399 0.66
H 1.85969 -2.94292 -1.01158 0.044 0.096 -0.035 0.02
H 1.81575 -1.17705 -0.69377 0.014 0.088 -0.092 0.00
C -3.51490 1.09040 1.12976 -0.208 -0.322 0.062 -1.00
Cl -5.18649 1.63666 1.02040 -0.690 -0.295 0.371 0.54
Cl -2.76932 1.60539 2.63442 0.198 0.482 0.064 0.59
H -3.49288 0.00623 1.17639 0.059 0.051 -0.468 0.01
H -3.03364 1.49873 0.24830 0.436 -0.084 0.466 -0.01
C 0.96083 6.91922 -4.95263 -0.470 0.536 -0.058 -0.96
Cl 1.20595 6.50266 -3.24616 -0.085 0.143 -0.426 0.54
Cl 1.03594 8.69610 -5.22033 0.111 -0.497 0.080 0.49
H 1.68226 6.44218 -5.60904 0.207 0.028 0.312 0.02
H -0.04104 6.62344 -5.24886 0.036 -0.124 0.205 0.01
C -2.89665 5.98645 1.27582 -0.678 -0.226 0.567 -1.52
Br -2.01770 5.59658 2.98787 -0.302 -0.190 -0.717 0.58
Br -3.33193 7.88248 1.29452 0.068 -0.495 -0.390 0.60
Br -4.47956 4.85663 0.92177 0.872 0.684 0.367 0.59
H -2.22678 5.70833 0.47109 -0.013 0.483 0.121 -0.07
C 4.72194 5.46498 -4.32659 0.869 0.316 -0.554 -1.56
Br 6.56037 4.97141 -4.93697 -0.856 0.092 0.627 0.54
Br 4.70852 6.93110 -3.07593 0.277 -0.382 -0.167 0.60
Br 3.67572 3.96450 -3.74146 0.613 0.449 -0.241 0.74
H 4.31940 5.83368 -5.26203 -0.317 -0.068 0.226 -0.05
```
Forces are in eV/Å.